Record 1
A molecular structure, C6H8AsAuN2O7P2S5. Source: the Open Molecules 2025 dataset; level of theory: wB97M-V/def2-TZVPD.

The geometry in XYZ format:
```
32
Properties=species:S:1:pos:R:3
Au 0.75873 2.24881 -0.59862
S 1.98990 6.20660 -3.25891
As 1.82162 5.14954 -1.41125
S 2.86910 3.26080 -1.23967
S -0.13766 4.50644 -0.76715
S 2.70463 6.84232 -0.45095
O -3.27040 1.07312 0.91275
P -2.00070 0.22883 0.37451
O -2.46952 -1.04874 -0.25392
O -1.21640 1.19329 -0.46193
O -1.25148 -0.19139 1.71449
P -0.37682 0.61952 2.86216
O 0.52453 -0.65861 3.36824
O -1.30337 0.98037 3.96209
O 0.54270 1.55075 2.16905
H -3.69312 0.60275 1.63941
H 0.06225 -1.03902 4.12205
N -1.57639 -3.55968 -0.58448
C -0.32460 -3.76280 -0.93933
S 0.33486 -5.23251 -1.37386
C 0.47338 -2.49960 -0.93234
C 0.94758 -1.97986 0.25976
C 1.45927 -0.69347 0.26782
N 1.49292 0.06370 -0.82866
C 1.11349 -0.47253 -1.99155
C 0.61446 -1.75382 -2.09492
H -2.18173 -4.36485 -0.55951
H -1.93844 -2.58978 -0.39009
H 0.84203 -2.51299 1.19418
H 1.76055 -0.21253 1.18812
H 1.16304 0.18186 -2.85334
H 0.26556 -2.13651 -3.04419
```

2S+1: 3
Frontier orbital gap (spin up / spin down): 6.27 / 6.37 eV
Net charge: -2

---

Record 2
A molecular structure, C6H8B3ClF6NO9S2 in a non-equilibrium geometry. Source: the Open Molecules 2025 dataset; level of theory: wB97M-V/def2-TZVPD.

The geometry in XYZ format:
```
36
Properties=species:S:1:pos:R:3
C -0.75632 -0.66698 -1.03972
C -0.87374 -1.95183 -1.38014
C -1.07793 -2.41855 -2.79720
B 0.26213 -2.86476 -3.48061
O 0.40368 -4.10761 -4.10598
B 1.68695 -4.56601 -4.18767
Cl 2.10776 -6.26843 -3.99484
O 2.71904 -3.66890 -4.37731
B 2.52257 -2.67527 -3.42092
C 3.53794 -2.40243 -2.23816
O 2.81946 -2.67602 -1.02359
O 2.50624 -1.49022 -0.31674
O 1.33091 -1.96933 -3.48994
H -0.81045 -0.38103 0.00123
H -0.65899 0.12782 -1.76806
H -0.85070 -2.68016 -0.58103
H -1.78160 -3.24477 -2.83815
H -1.45354 -1.55812 -3.34715
H 4.39827 -3.06451 -2.26755
H 3.84218 -1.35656 -2.26172
H 1.99273 -0.93579 -0.92519
C 0.12657 3.23785 1.32148
F 0.95938 2.49324 0.58625
F 0.80816 4.30184 1.75907
F -0.84070 3.68554 0.51134
S -0.55582 2.24653 2.71286
O 0.59234 1.87742 3.48840
O -1.26362 1.17482 2.07006
N -1.45704 3.39490 3.32239
S -2.32995 3.06501 4.60354
O -1.59596 2.86311 5.81943
O -3.45095 2.19738 4.38230
C -3.06756 4.74102 4.77871
F -3.77302 5.08547 3.69453
F -2.12851 5.67721 4.96058
F -3.88989 4.77812 5.82950
```

Frontier orbital gap: 8.24 eV
Net charge: -1

---

Record 3
A molecular structure, C6H8Br2Cl12 in a non-equilibrium geometry. Source: the Open Molecules 2025 dataset; level of theory: wB97M-V/def2-TZVPD.

The geometry in XYZ format:
```
28
Properties=species:S:1:pos:R:3
Br -2.37879 -1.92331 -1.31213
C -1.28858 -0.55433 -0.39899
C -1.19995 0.65793 -1.28346
Br -0.25113 2.09442 -0.26312
H -0.27367 -0.87914 -0.16972
H -1.87734 -0.34728 0.49464
H -2.13981 1.15948 -1.51413
H -0.57156 0.55670 -2.16833
C 2.39145 0.85252 -3.28397
Cl 3.15052 -0.36975 -4.30616
Cl 1.02070 0.09569 -2.53140
Cl 1.84982 2.22859 -4.09641
H 3.14899 1.21658 -2.58995
C -0.81616 -0.22357 2.44272
Cl -0.17723 -1.51143 1.46883
Cl 0.23269 0.02626 3.90037
Cl -2.42492 -0.60898 3.13974
H -0.89077 0.70905 1.88349
C -0.07647 -3.44305 0.15531
Cl 0.62157 -3.44312 1.81205
Cl -1.80019 -3.97836 0.10423
Cl 0.87024 -4.51093 -0.80309
H 0.14995 -2.43666 -0.19684
C 0.52536 2.79526 1.84278
Cl -0.76866 3.96712 1.33696
Cl 0.39410 2.45815 3.57991
Cl 2.21008 3.47568 1.56688
H 0.36975 1.93648 1.18980
```

Energy relative to the best compared isomer or geometry (same formula, charge and spin): 14.353 eV
Frontier orbital gap: 8.71 eV
Net charge: 0

---

Record 4
A molecular structure, C6H8Br2O2 in a non-equilibrium geometry. Source: the Open Molecules 2025 dataset; level of theory: wB97M-V/def2-TZVPD.

The geometry in XYZ format:
```
18
Properties=species:S:1:pos:R:3
C 0.37073 -0.25468 -1.40417
C 1.63601 -0.24433 -0.63195
C -0.47655 0.75686 -1.55234
C 2.27093 0.74273 0.00167
C -1.99734 -1.37414 0.83977
C -1.29646 -0.89879 1.84872
O 1.83772 2.00979 -0.01428
O -2.59323 -0.69694 -0.09895
Br -0.40506 -2.04726 2.98931
Br -1.10218 0.94187 2.00644
H 0.17040 -1.02610 -2.11688
H 2.28050 -1.06966 -0.53678
H -0.31168 1.76263 -1.04250
H -1.21210 0.59144 -2.23177
H 3.18677 0.62346 0.48194
H -2.12996 -2.54816 0.78554
H 2.01847 2.53708 0.82680
H -2.24698 0.19420 -0.15057
```

Energy relative to the best compared isomer or geometry (same formula, charge and spin): 1.590 eV
Frontier orbital gap: 8.84 eV
Net charge: 0

---

Record 5
2 unconnected molecules or ions with the total composition C6H8BrNO2 in a non-equilibrium geometry. Source: the Open Molecules 2025 dataset; level of theory: wB97M-V/def2-TZVPD.

The geometry in XYZ format:
```
18
Properties=species:S:1:pos:R:3
C 1.09357 -0.39091 -0.63725
C 1.34542 -0.53177 0.63689
C -1.32142 0.17296 -0.02021
C -0.19154 0.10053 -1.09728
C 0.25513 -0.44180 1.61821
C -0.06435 1.56349 -1.72117
N -0.86575 0.25791 1.24794
O -2.45945 0.41412 -0.30263
O -0.42965 -2.32273 1.40075
Br 0.59058 -0.56469 3.45009
H 1.80360 -0.68510 -1.53929
H 2.29802 -0.83514 0.98250
H -0.52341 -0.48495 -1.96866
H 0.70569 1.61714 -2.40772
H -0.00977 2.25712 -0.89464
H -1.06926 2.02750 -2.10755
H -1.65377 0.58329 1.96973
H 0.49638 -2.73699 1.39028
```

Energy relative to the best compared isomer or geometry (same formula, charge and spin): 2.867 eV
Frontier orbital gap: 9.22 eV
Net charge: 0

---

Record 6
A molecular structure, C6H8CdO6 in a non-equilibrium geometry. Source: the Open Molecules 2025 dataset; level of theory: wB97M-V/def2-TZVPD.

The geometry in XYZ format:
```
21
Properties=species:S:1:pos:R:3
O 2.25131 0.72385 0.95338
C -0.00903 -1.99324 1.00096
C 2.69328 -0.17450 0.00903
O -0.42742 -2.89594 1.67906
O 1.12571 -2.06524 0.34664
C 1.61010 -1.06450 -0.58677
H 3.48058 -0.83837 0.41970
H 3.14891 0.32821 -0.87094
H 2.01173 -1.64587 -1.42526
H 0.76684 -0.46818 -0.96624
H -2.37072 2.48786 -1.14150
O -0.55677 0.17791 1.83336
O -0.48321 2.11246 -0.38122
C -1.64443 1.66803 -0.96414
C -2.41697 0.64305 -0.14528
O -1.63953 -0.58361 0.01281
C -0.76231 -0.65745 0.95880
H -1.43149 1.21183 -1.95310
H -3.31950 0.31857 -0.67297
H -2.67559 1.02184 0.85042
Cd 0.64852 1.69328 1.04327
```

Energy relative to the best compared isomer or geometry (same formula, charge and spin): 0.000 eV
Frontier orbital gap: 8.85 eV
Net charge: 0